A cluster of 3 separate species, C4H12O4 in total at a distorted geometry. Source: the OMol25 dataset; level of theory: ωB97M-V with the def2-TZVPD basis set.

Structure (XYZ):
```
20
Properties=species:S:1:pos:R:3:forces:R:3
O 1.145 2.765 -1.585 -0.21 2.40 -1.08
O 1.937 1.552 0.067 -1.31 4.80 -0.89
O 1.435 0.421 3.834 -1.53 0.73 3.46
O -0.204 -3.704 2.441 -1.84 -1.25 4.97
C 0.368 0.591 -1.487 -0.44 -3.58 -0.58
C -2.100 -0.185 -1.269 2.88 -1.54 -1.14
C -1.108 0.868 -1.754 0.36 -2.95 -4.24
C 1.156 1.722 -1.067 1.48 -1.74 2.80
H -1.125 0.647 -2.936 -0.43 1.46 2.34
H 2.301 0.767 0.296 1.12 -4.19 0.51
H -1.556 -1.181 -1.182 -0.76 1.09 0.04
H 0.340 -3.552 1.741 2.75 0.53 -2.67
H -2.452 0.097 -0.349 -1.36 0.28 2.25
H 1.586 0.616 2.962 0.84 0.46 -3.57
H -2.828 -0.320 -2.030 -1.09 -0.03 -0.21
H 0.517 -0.471 -1.084 -0.16 1.78 1.00
H 0.879 1.203 4.081 0.67 -1.15 0.10
H -1.420 1.837 -1.529 -0.29 1.63 0.16
H 0.317 -3.962 3.273 -0.92 0.72 -2.31
H 0.810 0.291 -2.423 0.24 0.55 -0.93
```
Positions in Å, forces in eV/Å.

SMILES = CCCC(=O)O.O.O
frontier orbital gap = 11.092 eV
HOMO energy = -0.3986 hartree
E_LUMO = 0.24 eV

---

A cluster of 2 separate species, C4H12O5S3 in total. Source: the OMol25 dataset; level of theory: ωB97M-V with the def2-TZVPD basis set.

Structure (XYZ):
```
24
Properties=species:S:1:pos:R:3:forces:R:3
S -1.409 0.964 3.038 0.03 0.39 -0.34
S 1.972 0.911 -2.874 -0.02 -0.03 0.00
S 0.422 -0.220 1.036 0.16 -0.08 -0.07
O -2.229 2.022 2.503 0.01 -0.10 0.08
O -1.985 -0.436 2.471 -0.03 -0.06 0.16
O 2.046 0.068 -1.647 -0.04 0.01 -0.04
O -0.028 0.956 2.153 -0.06 -0.14 0.30
O -3.730 -1.917 2.663 -0.12 0.17 -0.07
C -2.848 -1.147 3.382 -0.14 -0.07 0.07
C 2.777 2.463 -2.469 0.04 0.06 -0.01
C 3.246 0.304 -3.981 0.05 0.00 -0.05
C -3.161 -2.647 1.579 -0.05 -0.22 0.10
H -3.441 -0.442 3.967 -0.03 0.00 0.01
H -3.288 -2.092 0.651 0.13 0.03 0.00
H 2.863 3.071 -3.370 -0.01 0.01 0.01
H 0.458 0.577 -0.036 -0.04 0.08 0.00
H -3.704 -3.588 1.511 -0.02 0.02 0.00
H 2.152 2.974 -1.740 -0.01 -0.01 0.00
H -2.229 -1.753 4.054 0.17 -0.03 -0.16
H -2.104 -2.857 1.742 0.02 0.02 -0.02
H 2.948 -0.690 -4.305 -0.02 0.00 0.01
H 3.757 2.258 -2.040 -0.01 -0.02 0.01
H 3.321 0.967 -4.843 0.00 -0.01 -0.01
H 4.193 0.254 -3.445 -0.01 0.00 0.02
```
Positions in Å, forces in eV/Å.

frontier orbital gap = 9.509 eV
HOMO energy = -0.3273 hartree
E_LUMO = 0.60 eV

---

A cluster of 2 separate species, C4H12OP in total at a distorted geometry. Source: the OMol25 dataset; level of theory: ωB97M-V with the def2-TZVPD basis set.

Structure (XYZ):
```
18
Properties=species:S:1:pos:R:3:forces:R:3
P 2.287 -1.227 1.939 -2.96 0.49 0.39
O 0.821 0.605 0.580 0.35 -0.02 -1.28
C 1.194 0.188 -0.821 0.83 1.97 -1.37
C 0.903 -0.520 1.396 -0.25 -0.17 1.25
C -0.365 1.463 0.748 -1.52 -0.53 -3.22
C -2.349 -0.384 -1.383 -4.34 -2.57 -0.06
H -0.528 1.904 -0.289 -0.03 -0.69 1.47
H -2.719 -0.768 -2.343 0.74 -0.08 -0.21
H 0.468 0.589 -1.606 1.17 -0.18 1.44
H -1.253 0.939 1.127 0.64 -0.32 -0.29
H 1.819 -2.254 2.684 -0.07 -0.79 0.49
H -2.078 0.606 -1.565 0.69 1.54 0.30
H 2.286 0.452 -0.952 -1.49 0.20 0.06
H -0.102 2.238 1.356 0.95 1.79 1.87
H -3.409 -0.508 -0.872 2.31 0.84 -0.26
H -1.697 -1.126 -0.953 0.58 0.24 0.20
H 1.141 -0.851 -0.819 -0.39 -1.80 -0.04
H 3.579 -1.345 1.773 2.79 0.07 -0.74
```
Positions in Å, forces in eV/Å.

charge = +1
frontier orbital gap = 9.237 eV
HOMO energy = -0.5057 hartree
E_LUMO = -4.52 eV

---

A cluster of 2 separate species, C4H12OP2 in total at a distorted geometry. Source: the OMol25 dataset; level of theory: ωB97M-V with the def2-TZVPD basis set.

Structure (XYZ):
```
19
Properties=species:S:1:pos:R:3:forces:R:3
P 0.137 0.212 0.347 2.42 -1.27 -0.99
P -3.116 0.434 -0.113 -1.75 -1.97 0.84
O -4.570 0.592 0.222 0.97 0.67 -0.29
C -0.080 1.382 -0.968 -1.14 2.26 -0.65
C 1.323 -0.927 -0.759 -1.82 1.02 2.54
C 1.499 1.034 1.381 -0.79 0.48 -0.58
C -3.045 -1.498 0.125 -1.96 2.81 0.49
H 0.632 1.493 -1.738 1.56 -0.49 -0.65
H -0.086 2.374 -0.538 -0.17 0.49 0.43
H 0.836 -1.505 -1.486 -0.99 -0.73 -0.90
H 1.771 -1.555 -0.043 0.80 -1.10 0.69
H 2.465 1.380 0.960 -0.91 0.05 -0.37
H 2.045 -0.324 -1.208 1.17 1.16 -0.68
H 1.781 0.250 2.037 0.18 -0.72 1.05
H -0.997 1.400 -1.549 -0.44 -0.61 0.33
H 0.989 1.826 1.972 0.55 -0.39 -0.31
H -2.170 -1.919 0.394 3.31 -1.10 0.70
H -3.725 -1.684 0.984 -0.15 0.02 -1.10
H -3.301 -1.869 -0.842 -0.85 -0.59 -0.55
```
Positions in Å, forces in eV/Å.

SMILES = CP(C)C.CP=O
frontier orbital gap = 8.480 eV
HOMO energy = -0.3297 hartree
E_LUMO = -0.49 eV

---

A cluster of 2 separate species, C4H12OS2 in total at a distorted geometry. Source: the OMol25 dataset; level of theory: ωB97M-V with the def2-TZVPD basis set.

Structure (XYZ):
```
19
Properties=species:S:1:pos:R:3:forces:R:3
S -0.700 -1.118 0.754 -0.22 -0.08 0.28
S -0.163 0.858 0.588 0.13 -0.02 0.21
O 4.496 0.502 2.231 0.38 0.05 -0.05
C -2.469 -0.991 1.281 1.59 -0.32 0.13
C -0.722 0.490 -2.168 -0.45 0.71 0.26
C 0.343 0.946 -1.142 -1.05 0.21 -0.85
C -0.383 -0.791 -2.895 0.44 -0.40 -0.04
H -1.136 -1.067 -3.630 -0.11 0.02 0.02
H -0.932 1.262 -2.919 0.43 0.09 0.10
H -1.664 0.456 -1.625 -0.23 -0.51 0.00
H -0.214 -1.640 -2.234 -0.28 0.03 0.22
H 0.610 1.989 -1.307 0.09 0.05 0.15
H -2.472 -0.887 2.361 -0.26 0.09 0.01
H 0.565 -0.689 -3.428 0.00 0.20 -0.17
H 3.601 0.559 2.568 -0.09 0.10 0.12
H -2.836 -0.122 0.781 -0.70 0.33 -0.25
H 1.205 0.347 -1.296 1.02 -0.41 0.11
H 5.046 1.066 2.791 -0.32 -0.15 -0.10
H -2.913 -1.933 0.987 -0.38 0.00 -0.14
```
Positions in Å, forces in eV/Å.

SMILES = CCCSSC.O
frontier orbital gap = 9.044 eV
HOMO energy = -0.3066 hartree
E_LUMO = 0.70 eV

---

A cluster of 2 separate species, C4H12OS2 in total at a distorted geometry. Source: the OMol25 dataset; level of theory: ωB97M-V with the def2-TZVPD basis set.

Structure (XYZ):
```
19
Properties=species:S:1:pos:R:3:forces:R:3
S -0.326 -1.105 0.146 -0.17 -0.66 2.15
S 1.813 -1.040 -0.109 -0.53 0.06 -0.37
O -3.382 3.534 -1.345 0.82 -0.03 0.09
C -2.708 0.250 -0.693 1.11 1.94 -0.97
C 3.449 0.193 1.977 -2.37 -1.46 0.97
C -1.916 -1.037 -0.897 1.41 0.56 -0.28
C 2.158 0.323 1.122 0.53 0.08 -0.81
H 4.234 0.896 1.977 1.18 0.35 -1.14
H -2.330 1.050 -0.006 0.46 -1.13 -0.30
H -1.559 -1.228 -1.921 -0.79 0.09 0.25
H -2.758 0.803 -1.655 -0.30 -0.40 0.47
H -3.314 3.754 -0.409 -0.24 0.04 0.00
H 3.047 0.334 2.982 0.13 0.18 0.26
H 3.624 -0.880 2.021 1.21 0.03 -0.26
H 1.440 0.155 1.926 -0.89 0.83 -1.02
H -2.483 -1.885 -0.490 0.62 0.02 -0.22
H -2.445 3.406 -1.583 -0.58 0.04 -0.09
H 2.150 1.191 0.439 -0.55 0.10 1.27
H -3.692 0.122 -0.318 -1.06 -0.63 0.02
```
Positions in Å, forces in eV/Å.

SMILES = CCSSCC.O
frontier orbital gap = 7.953 eV
HOMO energy = -0.2969 hartree
E_LUMO = -0.13 eV

---

A cluster of 2 separate species, C4H12OS2 in total at a distorted geometry. Source: the OMol25 dataset; level of theory: ωB97M-V with the def2-TZVPD basis set.

Structure (XYZ):
```
19
Properties=species:S:1:pos:R:3:forces:R:3
S -0.570 -2.212 2.789 -1.03 -0.27 -0.78
S -1.321 0.400 1.169 -0.21 -0.47 0.47
O 1.515 1.279 -1.066 1.77 2.29 -2.79
C -2.347 -2.708 2.388 -0.11 -0.22 0.48
C 0.000 0.000 0.000 -0.59 -1.70 1.74
C -2.688 -4.090 3.001 -0.04 0.25 0.24
C -0.694 -0.408 2.726 -0.61 0.70 -0.15
H -3.037 -2.003 2.891 0.56 0.03 -0.45
H -2.628 -2.748 1.318 0.81 0.45 0.43
H -0.145 0.457 -0.993 -1.88 -0.74 1.56
H 0.087 -1.092 -0.125 -0.18 0.27 0.05
H -3.513 -4.525 2.412 0.31 0.05 0.33
H 0.953 2.087 -1.079 0.66 -0.76 -0.11
H 1.016 0.622 -1.602 1.61 1.22 0.12
H -1.436 -0.146 3.505 0.35 0.22 -0.52
H 0.942 0.381 0.428 -1.03 -0.69 -0.04
H -3.046 -3.914 4.030 0.21 -0.38 -0.34
H -1.859 -4.817 3.037 -0.26 0.40 -0.15
H 0.262 0.082 2.995 -0.35 -0.64 -0.10
```
Positions in Å, forces in eV/Å.

SMILES = CCSCSC.O
frontier orbital gap = 8.987 eV
HOMO energy = -0.3105 hartree
E_LUMO = 0.54 eV

---

A cluster of 2 separate species, C4H12OS2 in total at a distorted geometry. Source: the OMol25 dataset; level of theory: ωB97M-V with the def2-TZVPD basis set.

Structure (XYZ):
```
19
Properties=species:S:1:pos:R:3:forces:R:3
S -0.441 -0.370 1.936 -0.17 0.60 -0.43
S 1.516 -0.925 1.980 0.33 -0.03 0.69
O -2.062 2.697 -1.591 -2.16 -1.20 -2.02
C -0.685 -1.295 0.402 1.71 -2.39 -0.50
C -1.936 -1.563 -0.321 -3.86 2.59 -0.25
C 2.256 0.572 -0.315 -2.62 -1.00 -3.50
C 2.341 0.428 1.138 2.16 1.06 2.04
H -0.395 -2.278 0.807 0.50 0.25 -0.62
H 2.878 -0.095 -0.966 -0.14 0.86 0.72
H -2.896 2.282 -1.986 1.90 0.86 -0.42
H 1.191 0.298 -0.654 1.34 -0.04 0.65
H -2.926 -1.414 0.317 1.97 -0.37 -1.29
H 3.425 0.372 1.554 -1.63 0.06 -0.84
H -2.422 2.594 -0.736 0.28 0.30 2.45
H -2.015 -2.511 -0.847 0.36 -0.21 0.36
H 1.941 1.363 1.528 -0.01 -0.14 0.53
H -1.920 -0.783 -1.128 -0.91 -0.60 0.49
H 2.126 1.600 -0.704 1.31 -0.16 0.43
H 0.023 -0.973 -0.415 -0.36 -0.44 1.50
```
Positions in Å, forces in eV/Å.

SMILES = CCSSCC.O
frontier orbital gap = 9.322 eV
HOMO energy = -0.3255 hartree
E_LUMO = 0.46 eV

---

A cluster of 2 separate species, C4H12S in total. Source: the OMol25 dataset; level of theory: ωB97M-V with the def2-TZVPD basis set.

Structure (XYZ):
```
17
Properties=species:S:1:pos:R:3:forces:R:3
S -2.014 -0.941 1.146 -0.12 0.12 0.13
C -2.049 0.852 1.426 -0.16 0.01 -0.16
C 1.821 -1.265 -0.347 -0.05 0.11 -0.40
C 1.518 0.233 -0.450 0.13 -0.34 0.54
C 0.402 0.532 -1.428 -0.27 -0.63 -0.09
H 2.441 0.742 -0.730 -0.05 0.19 -0.07
H 2.789 -1.409 0.136 -0.23 -0.23 0.23
H -3.290 -1.151 1.497 0.04 -0.10 -0.01
H 0.697 0.204 -2.427 0.05 0.33 -0.09
H 0.081 1.568 -1.432 0.13 0.22 -0.14
H -1.077 1.228 1.129 0.09 0.09 -0.20
H -2.835 1.319 0.830 0.23 -0.02 0.01
H 1.898 -1.713 -1.340 0.07 0.06 -0.10
H -2.187 1.109 2.468 -0.08 -0.11 0.23
H -0.478 -0.076 -1.200 -0.03 0.06 0.16
H 1.266 0.573 0.565 0.01 0.16 -0.22
H 1.014 -1.805 0.157 0.25 0.08 0.17
```
Positions in Å, forces in eV/Å.

SMILES = CCC.CS
frontier orbital gap = 9.984 eV
HOMO energy = -0.3347 hartree
E_LUMO = 0.88 eV

---

A cluster of 2 separate species, C4H12S in total at a distorted geometry. Source: the OMol25 dataset; level of theory: ωB97M-V with the def2-TZVPD basis set.

Structure (XYZ):
```
17
Properties=species:S:1:pos:R:3:forces:R:3
S 2.004 1.500 0.244 -0.38 -2.07 1.07
C 0.484 -0.169 2.160 -2.39 -0.77 0.82
C -1.575 -0.152 -1.717 1.58 1.64 2.22
C -0.586 -1.214 -2.285 0.44 1.53 0.09
C 0.814 1.231 1.737 0.67 3.10 -0.17
H -0.575 -0.506 1.745 2.27 0.56 0.67
H -1.156 -0.041 -0.590 -1.53 0.26 -2.38
H 0.329 -0.053 3.305 0.42 -0.89 -1.78
H 2.741 0.267 0.401 -1.15 1.85 -0.07
H 0.221 -1.397 -1.565 -0.45 -0.27 0.08
H -1.471 0.896 -2.208 -0.01 -1.87 0.79
H -1.037 -2.129 -2.586 -0.37 -0.75 -0.22
H 1.277 1.853 2.515 1.00 -1.13 0.29
H 1.240 -0.954 1.868 -0.75 1.00 0.61
H -0.031 2.008 1.758 0.28 -1.68 -1.45
H -2.658 -0.357 -1.670 0.64 -0.38 -0.14
H -0.023 -0.784 -3.112 -0.28 -0.14 -0.40
```
Positions in Å, forces in eV/Å.

SMILES = CCS.CC
frontier orbital gap = 9.829 eV
HOMO energy = -0.3293 hartree
E_LUMO = 0.87 eV

---

A cluster of 2 separate species, C4H12S in total. Source: the OMol25 dataset; level of theory: ωB97M-V with the def2-TZVPD basis set.

Structure (XYZ):
```
17
Properties=species:S:1:pos:R:3:forces:R:3
S -1.548 -1.681 0.114 -0.18 -0.02 -0.04
C 2.428 2.917 0.585 0.59 0.45 -0.14
C -2.534 -2.055 -1.362 0.30 0.13 0.14
C 3.721 2.256 1.068 -0.21 0.24 0.14
C -0.975 -0.013 -0.251 0.14 0.13 -0.20
H -1.917 -2.357 -2.205 0.02 -0.05 0.01
H 1.642 2.824 1.325 -0.25 -0.24 -0.01
H -0.793 0.482 0.697 0.06 0.03 0.14
H 4.009 2.636 2.045 -0.03 0.05 0.18
H 4.567 2.472 0.411 -0.16 -0.26 -0.11
H -3.205 -2.861 -1.083 -0.05 -0.07 -0.08
H 3.563 1.185 1.178 0.25 -0.09 -0.13
H -3.115 -1.182 -1.641 -0.15 0.05 0.01
H 2.124 2.499 -0.376 -0.21 -0.02 0.12
H -1.724 0.569 -0.787 -0.12 -0.11 0.04
H -0.052 -0.001 -0.830 -0.01 -0.08 -0.02
H 2.573 3.993 0.438 0.02 -0.14 -0.04
```
Positions in Å, forces in eV/Å.

SMILES = CSC.CC
frontier orbital gap = 9.455 eV
HOMO energy = -0.3121 hartree
E_LUMO = 0.96 eV

---

A cluster of 2 separate species, C4H12S in total at a distorted geometry. Source: the OMol25 dataset; level of theory: ωB97M-V with the def2-TZVPD basis set.

Structure (XYZ):
```
17
Properties=species:S:1:pos:R:3:forces:R:3
S -0.373 -2.379 0.239 -0.42 -0.51 0.36
C -1.433 2.626 -0.300 -0.17 0.03 -0.35
C 0.747 -2.095 -1.072 1.84 1.15 -2.17
C 0.567 -1.927 1.731 -0.22 0.03 -0.44
C -0.114 1.871 -0.326 0.17 -0.13 -0.10
H 1.107 -1.067 -1.184 -0.32 0.33 0.61
H -0.113 1.104 0.435 0.15 -0.10 0.49
H -2.270 1.953 -0.436 -0.17 -0.31 0.02
H 0.742 2.539 -0.176 -0.12 -0.17 0.01
H 0.315 -2.673 2.478 0.13 -0.02 0.15
H -1.505 3.328 -1.133 0.09 0.20 0.20
H 1.700 -2.630 -1.185 -0.32 -0.66 0.86
H 1.642 -1.918 1.549 -0.14 -0.05 0.00
H 0.328 -2.221 -2.078 -0.75 -0.38 0.47
H -1.614 3.142 0.648 0.22 0.06 -0.18
H 0.219 -0.954 2.059 0.20 0.14 0.15
H 0.054 1.300 -1.247 -0.17 0.39 -0.10
```
Positions in Å, forces in eV/Å.

SMILES = CSC.CC
frontier orbital gap = 9.449 eV
HOMO energy = -0.3117 hartree
E_LUMO = 0.97 eV

---

- The highest frontier orbital gap belongs to which entry?
  C4H12O4